A single C6H11N molecule in a non-equilibrium geometry. Source: the OMol25 dataset; level of theory: the ωB97M-V functional and the def2-TZVPD basis.

Results
E_LUMO: 1.0 eV
Highest occupied orbital energy: -0.32634 hartree
Gap between HOMO and LUMO: 9.85 eV
SMILES: C=N[C@@H](C)C(=C)C
DFT total energy: -289.8506 Ha

ORCA input file:
```
! RIJCOSX wB97M-V def2-TZVPD def2/J DEFGRID3
* xyz 0 1
C 2.87656 -0.58339 -0.07932
N 1.65565 -0.84058 -0.27096
C 0.41485 -0.06417 0.20109
C 0.65686 1.45712 -0.13615
C -1.12863 -0.42035 -0.12308
C -1.50504 -0.80309 -1.37987
C -2.16078 -0.35517 0.97263
H 3.58937 -1.41660 -0.38815
H 3.26526 0.45063 0.31838
H 0.59403 0.22363 1.28733
H -0.23704 2.10938 0.04874
H 0.89991 1.48731 -1.15821
H 1.49449 1.82261 0.51003
H -2.45822 -1.20686 -1.55499
H -0.77643 -0.66271 -2.11235
H -1.68120 0.04893 1.86396
H -2.42327 -1.42347 1.22059
H -3.07636 0.17679 0.78032
*
```

The Löwdin scheme yields these atomic charges, measured in e: C -0.105; N -0.016; C -0.294; C -0.097; C -0.289; C 0.053; C -0.081; H 0.080; H 0.094; H 0.129; H 0.093; H 0.048; H 0.068; H 0.046; H 0.036; H 0.064; H 0.100; H 0.069

***

A single C6H11N molecule in a non-equilibrium geometry. Source: the OMol25 dataset; level of theory: the ωB97M-V functional and the def2-TZVPD basis.

Results
E_LUMO: 1.0 eV
Highest occupied orbital energy: -0.33880 hartree
Gap between HOMO and LUMO: 10.25 eV
SMILES: CC(C)C1=N[C@H]1C
DFT total energy: -289.8667 Ha

ORCA input file:
```
! RIJCOSX wB97M-V def2-TZVPD def2/J DEFGRID3
* xyz 0 1
C 0.98139 -1.63916 -0.99859
C 0.98066 -0.75696 0.32614
C 1.94499 0.42914 0.30333
C -0.41400 -0.44489 0.36199
N -1.43290 -0.72934 1.05086
C -1.69119 0.32033 0.06033
C -2.25408 1.75684 0.44150
H 0.12248 -2.26100 -1.17022
H 1.92421 -2.25095 -0.97775
H 1.05221 -0.96155 -1.88467
H 1.23357 -1.41161 1.14825
H 2.39101 0.35712 -0.74697
H 2.85489 0.25686 0.94786
H 1.47843 1.42060 0.38442
H -2.14715 -0.17171 -0.83918
H -1.82587 2.00753 1.45053
H -3.31715 1.69567 0.58204
H -1.88147 2.38308 -0.43985
*
```

The Löwdin scheme yields these atomic charges, measured in e: C -0.055; C -0.366; C -0.053; C -0.287; N 0.152; C -0.279; C -0.063; H 0.067; H 0.092; H 0.086; H 0.132; H 0.085; H 0.091; H 0.079; H 0.110; H 0.077; H 0.046; H 0.086

***

A 2-piece molecular cluster, C6H11N overall. Source: the OMol25 dataset; level of theory: the ωB97M-V functional and the def2-TZVPD basis.

Results
E_LUMO: 1.0 eV
Highest occupied orbital energy: -0.37623 hartree
Gap between HOMO and LUMO: 11.21 eV
SMILES: C=C[C@H](C#N)CC.[H][H]
DFT total energy: -289.9080 Ha

ORCA input file:
```
! RIJCOSX wB97M-V def2-TZVPD def2/J DEFGRID3
* xyz 0 1
C -2.50486 -0.09914 0.58330
C -1.30870 -0.64205 0.77810
C 0.03119 0.05875 0.70276
C -0.08170 1.47036 0.28892
N -0.16443 2.57369 -0.04388
C 1.02799 -0.69778 -0.19977
C 2.44164 -0.12924 -0.12472
H -3.39990 -0.70496 0.70653
H -2.63521 0.95016 0.31982
H -1.21941 -1.69723 1.03885
H 0.44295 0.06857 1.72339
H 1.03064 -1.74710 0.12197
H 0.65936 -0.67827 -1.23254
H 2.82283 -0.16534 0.90350
H 3.11859 -0.70920 -0.75968
H 2.46020 0.91333 -0.46148
H -1.38208 0.87909 -2.09158
H -1.31412 0.38924 -2.63484
*
```

The Löwdin scheme yields these atomic charges, measured in e: C 0.008; C -0.159; C -0.333; C -0.231; N 0.168; C -0.233; C -0.103; H 0.060; H 0.059; H 0.107; H 0.151; H 0.113; H 0.102; H 0.079; H 0.074; H 0.074; H 0.020; H 0.042

***

A single C6H11N molecule in a non-equilibrium geometry. Source: the OMol25 dataset; level of theory: the ωB97M-V functional and the def2-TZVPD basis.

Results
E_LUMO: 0.9 eV
Highest occupied orbital energy: -0.25444 hartree
Gap between HOMO and LUMO: 7.86 eV
SMILES: [H]/N=C1\[C@@H](C)C1(C)C
DFT total energy: -289.8202 Ha

ORCA input file:
```
! RIJCOSX wB97M-V def2-TZVPD def2/J DEFGRID3
* xyz 0 1
H -0.12056 1.62727 -2.55364
N -0.68543 1.38868 -1.73669
C -0.23940 0.46202 -1.05196
C 1.17093 -0.10692 -0.00086
C 1.78480 1.07167 0.67278
C -0.26854 -0.52481 -0.03483
C -1.43233 0.29931 0.88944
C -0.68061 -1.92760 -0.40084
H 1.86018 -0.91719 -0.20499
H 1.05722 1.78499 1.07215
H 2.41532 1.63760 -0.02924
H 2.42478 0.75637 1.50056
H -2.41514 0.29579 0.41311
H -1.12238 1.31042 1.14431
H -1.41319 -0.30500 1.79490
H -1.69729 -1.95007 -0.80028
H -0.02951 -2.35288 -1.16872
H -0.60885 -2.54962 0.49480
*
```

The Löwdin scheme yields these atomic charges, measured in e: H 0.073; N 0.152; C -0.221; C -0.146; C -0.116; C -0.483; C 0.000; C -0.031; H 0.100; H 0.068; H 0.077; H 0.068; H 0.076; H 0.058; H 0.063; H 0.089; H 0.084; H 0.087

***

A single C6H11N molecule in a non-equilibrium geometry. Source: the OMol25 dataset; level of theory: the ωB97M-V functional and the def2-TZVPD basis.

Results
E_LUMO: 1.0 eV
Highest occupied orbital energy: -0.29602 hartree
Gap between HOMO and LUMO: 9.08 eV
SMILES: C=CC/C(C)=C/N
DFT total energy: -289.9020 Ha

ORCA input file:
```
! RIJCOSX wB97M-V def2-TZVPD def2/J DEFGRID3
* xyz 0 1
C 1.82752 1.65784 1.55101
C 0.76153 1.27914 0.84209
C -0.23306 0.21461 1.21540
C -0.59400 -0.63892 0.02129
C 0.55675 -1.40158 -0.56921
C -1.65316 -0.29856 -0.72492
N -1.78251 -0.72152 -2.05554
H 2.63441 2.10411 0.98766
H 1.88520 1.34453 2.58700
H 0.47488 1.86137 -0.03431
H -1.16306 0.71188 1.52805
H 0.15785 -0.34723 2.06710
H 1.16101 -0.93265 -1.35335
H 0.24619 -2.35969 -1.00060
H 1.27336 -1.68045 0.20741
H -2.47563 0.10419 -0.17001
H -0.83825 -0.81641 -2.41488
H -2.23901 -0.08066 -2.68419
*
```

The Löwdin scheme yields these atomic charges, measured in e: C -0.001; C -0.196; C -0.201; C -0.316; C -0.085; C -0.178; N 0.053; H 0.050; H 0.056; H 0.106; H 0.111; H 0.111; H 0.082; H 0.079; H 0.078; H 0.107; H 0.064; H 0.078

***

A 2-piece molecular cluster, C6H11N overall in a non-equilibrium geometry. Source: the OMol25 dataset; level of theory: the ωB97M-V functional and the def2-TZVPD basis.

Results
E_LUMO: 1.0 eV
Highest occupied orbital energy: -0.38266 hartree
Gap between HOMO and LUMO: 11.41 eV
SMILES: C[C@@H]1C[C@H]1C.C#N
DFT total energy: -289.9129 Ha

ORCA input file:
```
! RIJCOSX wB97M-V def2-TZVPD def2/J DEFGRID3
* xyz 0 1
C -1.80330 0.82140 -0.11055
C -0.41645 0.76911 0.48935
C 0.69469 1.68127 0.05724
C 0.79781 0.20560 -0.21444
C 1.77515 -0.66585 0.54893
H -2.39737 1.61463 0.35616
H -2.34526 -0.11817 0.05843
H -1.78279 1.01437 -1.19015
H -0.42226 0.56757 1.55990
H 1.33391 2.12176 0.82014
H 0.51503 2.32231 -0.80160
H 0.68482 -0.05154 -1.27093
H 1.73669 -1.70724 0.21017
H 2.80346 -0.30775 0.43277
H 1.53734 -0.67652 1.61826
C -0.91060 -2.50336 -0.86915
N -1.04097 -3.64398 -0.75814
H -0.75990 -1.44361 -0.93640
*
```

The Löwdin scheme yields these atomic charges, measured in e: C -0.084; C -0.328; C -0.092; C -0.354; C -0.069; H 0.078; H 0.064; H 0.084; H 0.134; H 0.107; H 0.105; H 0.126; H 0.066; H 0.077; H 0.081; C -0.071; N 0.061; H 0.016

***

A 2-piece molecular cluster, C6H11N overall in a non-equilibrium geometry. Source: the OMol25 dataset; level of theory: the ωB97M-V functional and the def2-TZVPD basis.

Results
E_LUMO (spin up / spin down): -0.3 / -0.3 eV
Highest occupied orbital energy (spin up / spin down): -0.29283 / -0.29254 hartree
Gap between HOMO and LUMO (spin up / spin down): 7.72 / 7.70 eV
DFT total energy: -289.8358 Ha

ORCA input file:
```
! RIJCOSX wB97M-V def2-TZVPD def2/J DEFGRID3
* xyz 0 1
C -2.25421 0.40434 0.12374
C 1.53750 0.74229 -0.09468
C 0.22273 -0.61260 1.37443
C 0.17438 -1.20098 -1.11210
C -1.30893 1.28025 -0.33160
C 0.54560 -0.26645 -0.01405
N -3.07473 -0.33267 0.40183
H 2.56394 0.29801 -0.11336
H 1.60155 1.50201 0.80859
H 1.43757 1.42320 -1.08194
H 0.75467 0.05024 2.06113
H 0.46319 -1.73809 1.60675
H -0.82890 -0.56498 1.64781
H 0.48006 -2.31064 -0.87739
H -0.91300 -1.33651 -1.17312
H 0.66604 -0.77958 -2.07574
H -1.11410 1.29709 -1.39227
H -0.95336 2.14507 0.24198
*
```

The Löwdin scheme yields these atomic charges, measured in e: C -0.429; C -0.143; C -0.090; C -0.068; C -0.046; C -0.436; N 0.146; H 0.099; H 0.122; H 0.130; H 0.078; H 0.129; H 0.059; H 0.121; H 0.070; H 0.115; H 0.065; H 0.078

***

A single C6H11N molecule in a non-equilibrium geometry. Source: the OMol25 dataset; level of theory: the ωB97M-V functional and the def2-TZVPD basis.

Results
E_LUMO: 0.8 eV
Highest occupied orbital energy: -0.39988 hartree
Gap between HOMO and LUMO: 11.68 eV
SMILES: CCC(C)(C)C#N
DFT total energy: -289.9413 Ha

ORCA input file:
```
! RIJCOSX wB97M-V def2-TZVPD def2/J DEFGRID3
* xyz 0 1
C 2.07399 0.19749 0.15255
C 0.84281 -0.66880 -0.21540
C -0.54360 -0.01763 0.12164
C -1.64214 -1.06758 0.31010
C -0.96022 1.00831 -0.94480
C -0.23488 0.73490 1.34776
N 0.51523 1.29323 2.03047
H 2.95938 -0.42700 0.26860
H 1.99107 0.75223 1.15159
H 2.25762 0.94127 -0.63425
H 0.89705 -1.64112 0.29191
H 0.81247 -0.89386 -1.29487
H -1.40118 -1.76101 1.12168
H -2.60121 -0.59085 0.53940
H -1.76412 -1.64744 -0.61215
H -1.85766 1.54984 -0.62792
H -0.16459 1.73968 -1.11720
H -1.18003 0.49833 -1.88912
*
```

The Löwdin scheme yields these atomic charges, measured in e: C -0.109; C -0.179; C -0.553; C -0.050; C -0.044; C -0.178; N 0.160; H 0.066; H 0.051; H 0.073; H 0.111; H 0.119; H 0.087; H 0.087; H 0.090; H 0.089; H 0.090; H 0.089

***

A single C6H11N molecule in a non-equilibrium geometry. Source: the OMol25 dataset; level of theory: the ωB97M-V functional and the def2-TZVPD basis.

Results
E_LUMO: 1.0 eV
Highest occupied orbital energy: -0.35127 hartree
Gap between HOMO and LUMO: 10.55 eV
SMILES: [H]/N=C1/[C@H](C)C[C@@H]1C
DFT total energy: -289.9254 Ha

ORCA input file:
```
! RIJCOSX wB97M-V def2-TZVPD def2/J DEFGRID3
* xyz 0 1
H -1.07827 1.80410 1.29962
N -0.04107 1.62023 1.50731
C -0.05897 0.50909 0.92455
C 1.01053 -0.48849 0.56420
C 2.39743 0.05254 0.27782
C 0.11604 -0.97035 -0.60673
C -1.14747 -0.33368 0.01264
C -2.13308 0.37854 -0.89059
H 1.05023 -1.26265 1.34321
H 3.06124 -0.74474 -0.07047
H 2.35781 0.82921 -0.49421
H 2.83364 0.49218 1.17940
H 0.08380 -2.05053 -0.78022
H 0.38987 -0.46468 -1.54167
H -1.66558 -1.05288 0.66012
H -2.91468 0.88034 -0.30969
H -1.63168 1.13018 -1.51049
H -2.62980 -0.32842 -1.56480
*
```

The Löwdin scheme yields these atomic charges, measured in e: H 0.081; N 0.156; C -0.330; C -0.326; C -0.069; C -0.127; C -0.273; C -0.084; H 0.147; H 0.075; H 0.081; H 0.078; H 0.109; H 0.117; H 0.134; H 0.072; H 0.081; H 0.078

***

C6H11N as an isolated structure in a non-equilibrium geometry. Source: the OMol25 dataset; level of theory: the ωB97M-V functional and the def2-TZVPD basis.

Results
E_LUMO: 1.2 eV
Highest occupied orbital energy: -0.33146 hartree
Gap between HOMO and LUMO: 10.26 eV
DFT total energy: -289.8880 Ha

ORCA input file:
```
! RIJCOSX wB97M-V def2-TZVPD def2/J DEFGRID3
* xyz 0 1
C -0.32752 -1.13676 -1.34990
C 1.02658 -0.39394 -1.03289
C 0.70807 0.10114 0.36618
C 0.83450 1.40585 1.24951
C -0.70259 0.48622 0.36033
C -1.31867 -0.76798 -0.23351
H -0.71847 -0.74970 -2.30360
H -0.12776 -2.20475 -1.42223
H 1.86839 -1.08581 -1.09397
H 1.22422 0.38049 -1.78407
H 0.73389 -0.72615 1.10506
H 1.02385 2.30115 0.64851
H 1.56777 1.37553 2.04978
H -0.70462 0.68294 2.44825
H -0.83759 1.23842 -0.38414
H -2.29937 -0.64058 -0.74870
H -1.36446 -1.56061 0.51178
N -0.58622 1.29454 1.61362
*
```

The Löwdin scheme yields these atomic charges, measured in e: C -0.170; C -0.132; C -0.278; C -0.155; C -0.372; C -0.150; H 0.107; H 0.103; H 0.098; H 0.108; H 0.153; H 0.110; H 0.100; H 0.111; H 0.139; H 0.114; H 0.107; N 0.008